Formula: C4H8
Source: OMol25
Level of theory: wB97M-V/def2-TZVPD

Summary:
E_LUMO = 1.262 eV
SMILES string = C1CCC1
Max |F| = 3.90 eV/A
Energy above the lowest of the compared OMol25 structures with the same formula, charge and spin = 27.5 kcal/mol
DFT total energy = -4276.00065 eV
Highest occupied orbital energy = -10.2 eV

```
12
Properties=species:S:1:pos:R:3:nbo_charge:R:1
H -0.47891 -1.89732 -0.63193 0.214
H 0.25699 1.84843 -0.77971 0.204
C -1.08581 0.18500 -0.05848 -0.413
H -1.71362 0.31984 0.81939 0.197
C 0.18118 1.04334 0.05369 -0.392
C 1.09617 -0.21821 -0.08023 -0.409
C -0.18623 -1.04916 0.00704 -0.393
H 1.62246 -0.17317 -0.95424 0.199
H -1.67798 0.31937 -0.94910 0.199
H -0.34155 -1.27520 1.19196 0.192
H 1.90075 -0.37135 0.70109 0.198
H 0.40004 1.46353 1.07035 0.203
```

Formula: C6H12O
Source: OMol25
Level of theory: wB97M-V/def2-TZVPD

Summary:
E_LUMO = 1.083 eV
Max |F| = 0.40 eV/A
Energy above the lowest of the compared OMol25 structures with the same formula, charge and spin = 71.5 kcal/mol
DFT total energy = -8461.25134 eV
Highest occupied orbital energy = -8.2 eV

```
19
Properties=species:S:1:pos:R:3:nbo_charge:R:1
H -2.50957 -1.63917 -0.18165 0.217
C 0.14351 -0.42257 0.99226 0.261
H 2.69826 -0.82174 0.94570 0.243
H -1.33691 1.05113 -1.12145 0.216
H 3.82826 0.16990 -0.01810 0.216
H 1.90477 1.64369 -0.70564 0.188
C 1.75968 0.63141 -0.31920 -0.059
C -1.34742 -0.36149 1.18442 -0.549
H -2.05587 -0.11937 -2.24067 0.207
C 2.90075 0.18061 0.56355 -0.648
H -0.83529 -1.42342 -0.60585 0.211
H -3.05799 0.66004 -1.00059 0.205
H -1.67764 -1.04625 1.96981 0.217
C -2.06699 0.23931 -1.20560 -0.613
H -1.75914 0.64044 1.36351 0.207
C -1.72247 -0.88329 -0.23128 -0.392
O 0.48811 0.68403 0.37063 -0.521
H 1.62205 -0.04487 -1.17079 0.182
H 3.02391 0.86161 1.41094 0.212
```

Formula: C22H30N2O4S
Source: OMol25
Level of theory: wB97M-V/def2-TZVPD

Summary:
E_LUMO = 0.692 eV
SMILES string = Cc1cccc(OC[C@H](O)CN2CCN(S(=O)(=O)c3ccc(C)cc3C)CC2)c1
Max |F| = 1.15 eV/A
Energy above the lowest of the compared OMol25 structures with the same formula, charge and spin = 39.9 kcal/mol
DFT total energy = -45305.78246 eV
Highest occupied orbital energy = -8.1 eV

```
59
Properties=species:S:1:pos:R:3:nbo_charge:R:1
C -2.67238 1.68524 -1.41862 -0.087
H 0.27881 3.58598 0.51098 0.198
H -1.67746 1.23227 -1.41758 0.202
N -1.10185 2.21820 1.22835 -0.466
C -2.65607 -1.16514 -1.68491 -0.315
C 3.80803 -1.06802 0.58685 0.143
H -3.12507 2.57606 1.31839 0.215
H -0.26194 -0.89231 2.24385 0.237
H 0.02280 0.64669 3.11138 0.205
H -1.96023 -0.64834 -2.32519 0.230
C 2.91683 -0.54840 -0.34502 -0.393
C -5.37148 -3.33349 0.83963 -0.629
H -1.95898 -3.08176 -2.29633 0.213
H 7.34243 0.33543 -1.91026 0.219
C -2.25573 2.97453 0.79238 -0.228
S 1.15421 -0.56558 -0.04086 2.316
C -3.53535 -0.47639 -0.85979 0.304
H -6.01826 -2.65868 1.39444 0.212
H -1.64892 4.70342 -1.03757 0.470
C 5.62883 -0.47385 -0.91140 0.027
H -2.96888 1.85015 -2.46402 0.187
C 5.16204 -1.01980 0.27847 -0.253
C -1.32894 0.79514 1.41736 -0.234
C -2.61823 3.04459 -0.71441 0.067
C -2.65588 -2.55063 -1.66563 -0.157
H -5.99258 -3.99793 0.24022 0.218
H 2.47866 -2.30102 1.69070 0.253
H 4.11958 -2.19892 2.37250 0.213
C -0.12812 0.18358 2.13204 -0.242
C 4.71024 0.03869 -1.82047 -0.236
C 0.11324 2.50502 0.48047 -0.247
H -4.81706 -3.94707 1.54890 0.219
H 7.68020 -0.34094 -0.30829 0.219
C -4.42424 -2.57138 -0.03867 0.004
H 2.98174 -0.84821 2.53137 0.236
H 5.87376 -1.42080 0.98643 0.210
H -3.62815 3.48831 -0.76383 0.163
C 3.32635 -1.64618 1.87525 -0.674
C 1.31285 1.79838 1.11727 -0.230
H 1.54473 2.25005 2.08738 0.206
H -3.51405 -4.33177 -0.85273 0.207
H 2.62269 0.38405 -2.22376 0.244
H -2.23055 0.66913 2.02081 0.209
O -3.62480 0.88465 -0.75677 -0.515
O -1.72083 3.84059 -1.46051 -0.720
O 0.71672 -1.88027 0.33105 -0.943
C 3.35795 -0.00157 -1.53510 -0.157
O 0.50170 0.03838 -1.17427 -0.962
H 2.18518 1.88595 0.46597 0.216
H -2.10390 4.01132 1.12674 0.185
H 7.38188 -1.41026 -1.67503 0.227
H -1.45356 0.23525 0.48164 0.186
H 0.04758 2.19477 -0.56911 0.207
C 7.09492 -0.46379 -1.21637 -0.631
H -5.09485 -0.62845 0.57986 0.208
N 1.07487 0.39005 1.34969 -0.675
C -3.52625 -3.25176 -0.85626 -0.258
C -4.41760 -1.18928 -0.04701 -0.235
H 5.05336 0.46615 -2.75061 0.215
```

Formula: C4H12N2S
Source: OMol25
Level of theory: wB97M-V/def2-TZVPD

Summary:
E_LUMO = -8.005 eV
Max |F| = 3.38 eV/A
Energy above the lowest of the compared OMol25 structures with the same formula, charge and spin = 34.1 kcal/mol
DFT total energy = -18139.74068 eV
Total charge = +2
Highest occupied orbital energy = -14.5 eV

```
19
Properties=species:S:1:pos:R:3:nbo_charge:R:1
H 6.56008 -0.75066 -0.78507 0.452
H -6.57396 0.88760 0.77579 0.281
H -6.87436 -1.05672 2.37016 0.288
H 6.10497 -0.44816 -2.20788 0.434
H -5.39287 -1.07429 1.71437 0.289
H 2.68564 0.71404 1.48563 0.415
H -6.32158 -2.25221 1.13095 0.268
C 5.06687 0.71783 -0.85388 -0.233
C -6.41174 -1.19390 1.43788 -0.712
N 6.26667 0.08014 -1.32501 -0.685
H 4.38199 -0.58158 0.76435 0.231
C 4.36340 0.34530 0.23909 0.057
C -6.84197 -0.13094 0.41844 -0.134
H 4.92826 1.59911 -1.47721 0.225
S -7.56277 -0.57394 -0.94183 0.519
H 7.09857 0.75682 -1.64146 0.467
H 2.72686 1.59900 0.12362 0.393
H -7.33722 0.54835 -1.76355 0.201
N 3.13317 0.81420 0.53562 -0.755
```

Formula: C26H66O31S8V
Source: OMol25
Level of theory: wB97M-V/def2-TZVPD

Summary:
E_LUMO (alpha / beta) = -0.075 / 0.149 eV
Max |F| = 5.96 eV/A
Energy above the lowest of the compared OMol25 structures with the same formula, charge and spin = 104.1 kcal/mol
DFT total energy = -203869.62823 eV
⟨S²⟩ = 0.79
2S+1 = 2
Highest occupied orbital energy (alpha / beta) = -9.0 / -9.9 eV

```
132
Properties=species:S:1:pos:R:3:lowdin_spin:R:1
H 7.82979 2.60191 5.50061 0.000
O -3.66116 -3.37015 -1.58408 0.000
S 3.39202 -4.71076 -5.55106 0.000
V 0.13581 0.52134 -0.09483 1.149
O -3.95746 6.75784 0.11775 0.000
H 5.10161 -3.96951 -6.92697 0.000
S -3.23672 5.52790 0.24739 0.000
O 4.44977 -4.96473 -4.55069 0.000
O 0.12248 2.36071 3.48562 0.000
H -1.96802 1.20253 3.81919 0.000
H 2.97831 1.51824 -5.49307 0.000
O 3.02203 3.27082 -2.55942 0.000
H 7.19000 1.57503 4.18162 0.000
H 2.62477 -0.62866 -2.75836 0.000
H 2.83223 -4.06858 -2.10088 0.000
H -2.15148 1.40514 5.47530 0.000
O 3.32320 4.12509 -0.08980 0.000
H 1.74611 -2.78122 -7.00609 0.000
O 0.96223 0.93887 1.91741 -0.007
O -0.79370 1.73013 -1.68184 0.031
S 5.47037 2.93126 4.99776 0.000
H -6.02817 4.13194 4.42956 0.000
C 4.12285 0.74105 2.07452 0.000
O -4.28506 4.28983 0.02788 0.000
H -2.06775 4.66698 2.29739 0.000
H 4.51607 -2.05866 -4.01353 0.000
H -6.54969 1.50461 3.07140 0.000
O -5.75986 -2.07338 -1.26301 0.000
O -0.00632 -3.69749 1.08978 0.000
H -5.70743 2.30561 -0.77692 0.000
C -5.01840 1.99781 0.00958 0.000
H 3.40722 -3.91929 -7.78558 0.000
H 1.41260 2.96819 -3.92045 0.000
H -2.61150 -2.68396 4.20729 0.000
H 4.36934 -5.37494 -7.69999 0.000
H -5.51969 1.86293 0.96802 0.000
C 0.98559 4.60095 -1.24858 0.000
H 1.22152 -3.82058 -1.26574 0.000
H -2.38157 6.40885 2.20090 0.000
C 3.67127 -0.61561 -2.45377 0.000
O -0.48079 2.23116 1.36650 0.016
S 2.69552 -2.11278 -0.47287 0.003
C 4.59292 -1.07421 -3.55195 0.000
H -4.75373 0.99690 -0.33135 0.000
H -2.15905 -3.18816 -3.89083 0.000
H 3.62760 1.47117 1.43439 0.000
O 3.92764 -1.58948 -1.41955 0.001
O -0.13493 -0.05085 -2.32478 0.022
H -6.54632 1.68241 4.76878 0.000
C 1.36124 -1.30152 -5.56403 0.000
H -3.71119 5.45729 2.71942 0.000
H -2.47690 -1.73124 -2.99094 0.000
H 4.60227 -0.34467 -4.36175 0.000
H -3.16759 -2.73264 1.13505 0.000
H -4.36652 -4.52674 4.93935 0.000
C -1.87321 -2.63879 -2.99384 0.000
H 4.18619 1.80967 -4.19049 0.000
O 3.30404 -2.83283 0.64881 -0.001
H 0.77899 -3.34930 -5.61978 0.000
C -2.82606 5.42044 2.08437 0.000
H -3.00768 2.71980 0.57868 0.000
H 1.33527 -1.20765 -4.47839 0.000
H -1.93066 -4.22140 4.88892 0.000
O -0.58364 -1.91508 2.81345 -0.001
H -1.91311 -0.26868 4.73186 0.000
C 0.54237 -4.20147 3.70484 0.000
H 1.59903 -4.10032 3.45716 0.000
H 3.44194 3.12360 -5.11793 0.000
H -4.67566 -3.58872 3.58846 0.000
H 0.61360 4.86863 -0.25960 0.000
H 3.96579 0.37075 -2.09536 0.000
H 3.56129 -0.19313 2.06584 0.000
C 2.05844 -3.36461 -1.79466 0.002
O 5.30705 4.38220 5.13244 0.000
O -2.01364 5.21867 -0.52517 0.000
H 4.74727 0.50238 4.16435 0.000
O -4.71824 0.09903 5.78192 0.000
S -4.35781 -2.05746 -0.85884 0.000
S 2.34779 3.42841 -0.96390 0.000
C -2.40655 0.70198 4.68246 0.000
C -6.30720 3.50744 3.58089 0.000
O -1.91464 -4.07325 2.78134 0.000
H 5.09578 0.49070 1.65163 0.000
H -3.37406 2.84197 -1.04608 0.000
O 4.90299 2.05458 6.02818 0.000
C -6.06378 2.06563 3.86967 0.000
O 2.81553 -3.15925 -5.29813 0.000
O -4.69432 1.83851 3.92119 0.000
H 1.90427 1.51551 -3.11267 0.000
H 0.20040 -5.23565 3.66456 0.000
H -0.86382 -2.24117 -3.09927 0.000
C -3.94964 -4.31451 3.95483 0.000
C -0.57064 1.06282 -2.67487 0.007
H -1.71070 -3.06835 -0.85340 0.000
S -4.15974 0.35071 4.47329 0.000
O 2.26361 -5.57098 -5.67435 0.000
C -2.51739 -3.76380 4.09241 0.000
O 1.72348 -1.00127 -0.19179 0.012
H -4.49187 -3.83129 0.78058 0.000
H 0.28561 4.08838 -1.90843 0.000
C 7.26979 2.59206 4.56552 0.000
S -0.44649 -3.32879 2.43833 0.000
H 0.87935 1.86813 3.81137 0.000
H 5.63646 -1.13538 -3.24312 0.000
O -1.04985 -0.43115 0.41119 -0.238
C 1.66022 -2.78210 -5.91948 0.000
H -4.78705 -2.22982 1.52192 0.000
C 2.28131 2.46249 -3.49889 0.000
C -2.26028 -3.45443 -1.71189 0.000
O -3.42175 -0.91191 -0.92389 -0.001
C -4.19964 -2.78121 0.78774 0.000
H 3.20793 1.37122 4.01493 0.000
H -3.92622 -5.24575 3.38885 0.000
O 4.75345 2.52131 3.56594 0.000
H -2.08412 -4.50510 -1.94245 0.000
O 1.76616 2.11016 -0.64184 0.002
C 4.17592 1.19468 3.54597 0.000
H 0.33518 -3.80774 4.69990 0.000
C -3.84783 2.96271 -0.07188 0.000
H -5.79510 3.90349 2.70396 0.000
H 1.67246 -2.81249 -2.65156 0.000
H 2.20963 -0.66103 -5.80511 0.000
O -0.76398 1.49394 -3.93723 0.002
H 0.41028 -0.93322 -5.94889 0.000
C 0.24071 1.87221 2.27561 0.002
C 3.26169 2.15381 -4.65412 0.000
H -7.37175 3.74158 3.58461 0.000
H 7.61141 3.38889 3.90487 0.000
O -4.26907 -0.64980 3.40143 0.000
C 4.15239 -4.43969 -7.18391 0.000
H 1.45867 5.40558 -1.81149 0.000
H -1.01018 2.41019 -3.79066 0.000
```

Formula: C2H8ClN2P
Source: OMol25
Level of theory: wB97M-V/def2-TZVPD

Summary:
E_LUMO = 0.513 eV
SMILES string = [H]/N=P\N.C=C.Cl
Max |F| = 4.28 eV/A
Energy above the lowest of the compared OMol25 structures with the same formula, charge and spin = 47.4 kcal/mol
DFT total energy = -26993.50695 eV
Highest occupied orbital energy = -9.8 eV

```
14
Properties=species:S:1:pos:R:3:nbo_charge:R:1
H -3.67661 1.39726 0.97895 0.178
C -3.21764 1.54240 0.00016 -0.351
N 2.89265 1.15206 0.56222 -1.200
P 1.61250 1.35441 -0.56403 1.224
H 2.49328 -3.63021 -0.00348 0.259
H 3.42806 0.26058 0.61325 0.403
N 0.83869 0.02281 -0.73338 -1.185
H -3.53533 1.81918 -2.05319 0.184
H -2.17735 1.74189 0.08251 0.199
H -5.04046 1.80864 -1.16009 0.203
H 0.88012 -0.83142 -0.31878 0.369
H 3.30009 1.86001 1.06840 0.388
C -3.99464 1.48988 -1.09841 -0.415
Cl 3.67832 -3.26482 -0.13847 -0.258
```